1.
Computed, not measured: 4 unconnected molecules or ions with the total composition C21H39N4O5 at a distorted geometry, with ωB97M-V/def2-TZVPD.

Computed properties:
gap between HOMO and LUMO	6.5	eV
max |F|	5.5	eV/A
energy	-38597.00358	eV
E_LUMO	-4.3	eV
total charge	+1

Last column: Löwdin charge in e.
Positions of all 69 atoms, in Å:
1 C -3.370 1.179 0.760  -0.09
2 C -2.064 0.608 1.528  -0.37
3 C -2.554 -0.778 2.247  -0.11
4 C -0.862 0.192 0.556  -0.21
5 C -0.104 1.422 -0.146  -0.12
6 C 0.851 0.861 -1.331  -0.08
7 C 1.309 1.852 -2.452  0.05
8 C 2.216 1.368 -3.608  0.06
9 C 2.629 -0.131 -3.637  -0.10
10 C 3.532 -0.648 -4.846  -0.05
11 C 3.516 -2.264 -4.997  -0.38
12 O 2.838 -2.701 -5.968  0.07
13 O 4.237 -3.128 -4.107  0.05
14 C 2.131 -1.028 -2.487  0.08
15 N 1.300 -0.514 -1.397  0.10
16 H -3.068 1.668 -0.223  0.06
17 H -4.052 0.267 0.572  0.09
18 H -3.939 1.908 1.449  0.09
19 H -1.697 1.286 2.375  0.14
20 H -3.674 -0.774 2.486  0.08
21 H -1.896 -1.035 3.148  0.08
22 H -2.396 -1.605 1.449  0.08
23 H -0.060 -0.422 1.120  0.12
24 H -1.246 -0.485 -0.304  0.13
25 H -0.857 2.162 -0.604  0.13
26 H 0.581 2.024 0.541  0.14
27 H 0.993 2.945 -2.452  0.12
28 H 2.544 2.126 -4.390  0.13
29 H 4.635 -0.362 -4.701  0.13
30 H 3.089 -0.198 -5.811  0.15
31 H 5.069 -2.617 -3.916  0.09
32 H 2.442 -2.130 -2.512  0.14
33 H 1.057 -1.206 -0.672  0.15
34 C -5.944 3.502 -0.572  -0.32
35 O -4.766 3.207 -0.458  -0.03
36 N -6.656 4.257 0.310  -0.20
37 C -8.057 4.565 0.104  -0.06
38 C -5.991 4.769 1.493  -0.04
39 H -6.543 3.165 -1.434  0.13
40 H -8.179 5.650 0.050  0.09
41 H -8.635 4.174 0.945  0.09
42 H -8.424 4.117 -0.821  0.09
43 H -5.152 5.399 1.188  0.09
44 H -5.605 3.931 2.078  0.09
45 H -6.685 5.352 2.100  0.09
46 C -3.893 -1.724 5.551  -0.36
47 O -4.321 -0.590 5.443  0.00
48 N -3.181 -2.203 6.611  -0.21
49 C -2.705 -3.570 6.664  -0.06
50 C -2.892 -1.315 7.721  -0.04
51 H -4.056 -2.480 4.765  0.13
52 H -3.135 -4.063 7.540  0.09
53 H -1.615 -3.565 6.746  0.09
54 H -2.994 -4.120 5.767  0.08
55 H -3.832 -0.953 8.144  0.10
56 H -2.321 -0.458 7.354  0.09
57 H -2.319 -1.835 8.489  0.09
58 C 7.466 -1.366 -3.227  -0.35
59 O 6.702 -1.733 -2.347  -0.01
60 N 8.609 -2.006 -3.592  -0.20
61 C 9.467 -1.507 -4.649  -0.05
62 C 8.982 -3.227 -2.903  -0.03
63 H 7.278 -0.451 -3.813  0.13
64 H 9.541 -2.264 -5.434  0.09
65 H 10.459 -1.308 -4.238  0.10
66 H 9.066 -0.587 -5.077  0.09
67 H 8.186 -3.966 -3.027  0.10
68 H 9.099 -3.015 -1.837  0.10
69 H 9.915 -3.624 -3.303  0.09

---

2.
Computed, not measured: 2 unconnected molecules or ions with the total composition C21H40B2BrN3O9PSi at a distorted geometry, with ωB97M-V/def2-TZVPD.

Computed properties:
gap between HOMO and LUMO	6.7	eV
max |F|	1.4	eV/A
energy	-133888.71318	eV
E_LUMO	-3.3	eV
total charge	+1

Last column: Löwdin charge in e.
Positions of all 78 atoms, in Å:
1 C -2.040 5.550 -0.434  -0.14
2 C -2.977 4.336 -0.468  -0.68
3 Br -2.528 3.180 -1.976  0.73
4 C -3.033 3.593 0.898  -0.17
5 C -2.794 2.111 0.843  -0.20
6 C -1.561 1.544 1.119  -0.17
7 P -0.098 2.490 1.546  0.45
8 O 0.505 3.188 0.404  -0.27
9 O -0.424 3.490 2.748  -0.12
10 O 0.964 1.446 2.153  -0.13
11 C -1.394 0.136 1.041  -0.01
12 C -2.430 -0.691 0.667  -0.12
13 C -2.230 -2.179 0.576  -0.11
14 C -1.094 -2.567 -0.356  -0.23
15 O 0.158 -2.211 0.245  -0.23
16 Si 1.531 -2.473 -0.654  0.42
17 C 2.909 -1.557 0.259  -0.15
18 C 1.994 -4.297 -0.721  -0.15
19 C 1.420 -1.715 -2.364  -0.15
20 C -3.691 -0.110 0.359  -0.13
21 N -4.714 -0.921 -0.040  0.20
22 C -5.846 -0.340 -0.337  -0.07
23 B -7.017 -1.296 -0.826  -0.59
24 O -7.549 -1.217 -2.103  0.15
25 O -7.478 -2.204 0.080  0.20
26 C -6.018 1.071 -0.221  -0.22
27 C -7.350 1.663 -0.563  0.00
28 B -8.397 1.616 0.627  -0.61
29 O -9.695 2.030 0.370  0.16
30 O -8.077 1.191 1.901  0.17
31 N -5.073 1.876 0.166  0.22
32 C -3.883 1.276 0.456  -0.17
33 H -2.505 6.407 -0.908  0.07
34 H -1.108 5.295 -0.925  0.05
35 H -1.815 5.826 0.592  0.07
36 H -3.971 4.708 -0.674  0.07
37 H -4.044 3.720 1.271  0.11
38 H -2.384 4.079 1.609  0.08
39 H 0.072 4.298 2.563  0.09
40 H 0.497 0.810 2.713  0.08
41 H -0.430 -0.280 1.261  0.09
42 H -1.997 -2.592 1.556  0.13
43 H -3.125 -2.690 0.242  0.11
44 H -1.112 -3.654 -0.468  0.12
45 H -1.222 -2.109 -1.336  0.12
46 H 3.865 -2.008 0.008  0.01
47 H 2.864 -0.522 -0.068  0.03
48 H 2.716 -1.622 1.326  0.03
49 H 1.521 -4.853 0.083  0.03
50 H 3.069 -4.385 -0.578  0.02
51 H 1.749 -4.732 -1.687  0.03
52 H 1.360 -0.635 -2.255  0.04
53 H 0.564 -2.056 -2.937  0.03
54 H 2.330 -1.947 -2.913  0.03
55 H -7.006 -1.738 -2.704  0.12
56 H -8.422 -2.371 -0.019  0.12
57 H -7.182 2.721 -0.769  0.13
58 H -7.742 1.253 -1.492  0.11
59 H -9.996 1.581 -0.426  0.10
60 H -8.341 0.272 2.003  0.11
61 C 9.579 -0.135 0.311  -0.02
62 C 8.455 -0.300 -0.700  -0.30
63 C 7.146 -0.831 -0.117  -0.18
64 O 7.268 -2.212 0.155  -0.20
65 C 7.555 -2.567 1.515  -0.05
66 N 8.876 -1.324 -1.724  0.22
67 H 9.942 -1.096 0.679  0.09
68 H 10.427 0.390 -0.132  0.09
69 H 9.235 0.449 1.161  0.10
70 H 8.290 0.640 -1.226  0.16
71 H 6.358 -0.735 -0.870  0.14
72 H 6.832 -0.257 0.754  0.14
73 H 7.177 -1.818 2.211  0.10
74 H 8.629 -2.697 1.662  0.08
75 H 7.065 -3.516 1.716  0.10
76 H 9.842 -1.209 -2.031  0.18
77 H 8.267 -1.315 -2.545  0.18
78 H 8.760 -2.249 -1.285  0.17

---

3.
Computed, not measured: 7 unconnected molecules or ions with the total composition C21H40Br2FNO8S at a distorted geometry, with ωB97M-V/def2-TZVPD.

Computed properties:
gap between HOMO and LUMO	9.5	eV
max |F|	1.0	eV/A
energy	-193932.33615	eV
SMILES	C/C(Br)=C(\Br)NS(=O)(=O)F.CC(C)=O.CC(C)=O.CC(C)=O.CC(C)=O.CC(C)=O.CC(C)=O
E_LUMO	0.3	eV
energy above the lowest of the compared OMol25 structures with the same formula, charge and spin	0.0	kcal/mol

Last column: Löwdin charge in e.
Positions of all 74 atoms, in Å:
1 C 0.054 0.591 3.022  -0.16
2 C -1.149 1.089 2.311  -0.72
3 Br -1.039 0.965 0.411  0.81
4 C -2.260 1.584 2.851  -0.83
5 Br -2.452 1.764 4.728  0.83
6 N -3.392 2.048 2.117  -0.14
7 S -4.632 0.915 2.097  0.55
8 O -5.857 1.520 2.451  -0.24
9 O -4.251 -0.293 2.724  -0.24
10 F -4.715 0.603 0.568  -0.15
11 H -0.055 -0.489 3.078  0.10
12 H 0.962 0.833 2.499  0.05
13 H 0.128 0.967 4.030  0.05
14 H -3.143 2.236 1.148  0.05
15 C -5.038 -1.638 -1.788  -0.02
16 C -3.850 -2.437 -2.262  -0.52
17 C -4.105 -3.864 -2.683  -0.02
18 O -2.741 -1.956 -2.306  0.05
19 H -4.713 -0.637 -1.520  0.06
20 H -5.782 -1.569 -2.584  0.09
21 H -5.484 -2.111 -0.913  0.09
22 H -4.811 -3.887 -3.516  0.09
23 H -4.513 -4.433 -1.847  0.09
24 H -3.170 -4.320 -3.000  0.08
25 C 4.313 -1.586 3.508  -0.01
26 C 3.929 -0.191 3.929  -0.47
27 C 4.981 0.636 4.620  -0.01
28 O 2.817 0.243 3.715  0.05
29 H 3.462 -2.063 3.026  0.08
30 H 5.142 -1.545 2.802  0.05
31 H 4.601 -2.175 4.381  0.09
32 H 5.846 0.770 3.971  0.06
33 H 5.295 0.141 5.541  0.09
34 H 4.567 1.611 4.867  0.08
35 C -3.952 -1.097 -5.657  -0.02
36 C -3.637 -2.269 -6.553  -0.51
37 C -2.186 -2.481 -6.910  -0.02
38 O -4.504 -3.003 -6.964  0.07
39 H -5.025 -1.058 -5.478  0.08
40 H -3.433 -1.213 -4.704  0.07
41 H -3.639 -0.165 -6.129  0.09
42 H -1.600 -2.645 -6.003  0.08
43 H -1.798 -1.608 -7.435  0.08
44 H -2.096 -3.352 -7.554  0.08
45 C 4.535 -1.836 -1.224  -0.01
46 C 5.566 -2.236 -0.198  -0.48
47 C 6.189 -3.601 -0.347  -0.02
48 O 5.878 -1.494 0.705  0.04
49 H 4.169 -0.837 -0.999  0.08
50 H 4.979 -1.838 -2.220  0.09
51 H 3.697 -2.534 -1.202  0.09
52 H 6.701 -3.675 -1.308  0.09
53 H 5.419 -4.371 -0.291  0.09
54 H 6.909 -3.761 0.452  0.08
55 C -8.560 5.420 -0.620  -0.03
56 C -7.707 5.270 0.620  -0.50
57 C -7.147 3.897 0.901  -0.04
58 O -7.487 6.207 1.349  0.07
59 H -8.897 6.451 -0.704  0.08
60 H -7.979 5.162 -1.506  0.08
61 H -9.429 4.765 -0.557  0.08
62 H -6.508 3.579 0.075  0.08
63 H -7.957 3.178 1.027  0.09
64 H -6.559 3.923 1.813  0.07
65 C 8.396 0.157 1.307  -0.03
66 C 8.442 1.423 2.124  -0.49
67 C 9.168 2.604 1.526  -0.02
68 O 7.920 1.489 3.213  0.06
69 H 7.846 -0.603 1.851  0.06
70 H 7.891 0.344 0.359  0.08
71 H 9.410 -0.202 1.119  0.09
72 H 8.698 2.892 0.585  0.08
73 H 10.212 2.347 1.343  0.08
74 H 9.125 3.444 2.216  0.08